{"formula": "C46H44NOP2Ru", "method": "ωB97M-V/def2-TZVPD", "symbols": ["Ru", "P", "C", "O", "P", "C", "C", "C", "C", "C", "C", "C", "C", "C", "C", "C", "H", "H", "H", "H", "H", "C", "C", "C", "C", "C", "H", "H", "H", "H", "H", "C", "C", "C", "C", "C", "H", "H", "H", "H", "H", "C", "C", "C", "C", "C", "H", "H", "H", "H", "H", "C", "C", "C", "C", "C", "H", "H", "H", "H", "H", "C", "C", "C", "C", "C", "H", "H", "H", "H", "H", "H", "H", "C", "N", "C", "C", "C", "C", "C", "C", "C", "C", "H", "H", "H", "H", "H", "H", "H", "H", "H", "H", "H", "H"], "positions_angstrom": [[-0.381, 0.347, 0.285], [0.911, -0.566, 1.885], [0.765, 1.745, -0.033], [1.476, 2.660, -0.243], [-1.326, 0.437, -1.744], [1.448, 0.665, 3.134], [2.544, -1.154, 1.298], [0.304, -2.016, 2.822], [-3.089, -0.002, -1.951], [-1.320, 2.190, -2.311], [-0.482, -0.488, -3.070], [0.983, 0.627, 4.456], [1.502, 1.512, 5.403], [2.444, 2.475, 5.031], [2.881, 2.545, 3.705], [2.370, 1.655, 2.762], [0.227, -0.102, 4.739], [1.168, 1.443, 6.441], [2.837, 3.171, 5.770], [3.627, 3.284, 3.405], [2.718, 1.712, 1.732], [-0.915, -1.939, 3.518], [-1.402, -3.030, 4.239], [-0.673, -4.225, 4.271], [0.519, -4.332, 3.544], [0.988, -3.248, 2.795], [-1.507, -1.021, 3.474], [-2.349, -2.949, 4.774], [-1.037, -5.076, 4.852], [1.090, -5.265, 3.548], [1.891, -3.357, 2.193], [3.654, -1.206, 2.159], [4.863, -1.731, 1.702], [4.956, -2.227, 0.397], [3.848, -2.189, -0.455], [2.637, -1.665, -0.001], [3.574, -0.833, 3.181], [5.726, -1.751, 2.371], [5.897, -2.652, 0.049], [3.918, -2.573, -1.474], [1.756, -1.649, -0.649], [-0.502, 2.629, -3.361], [-0.530, 3.974, -3.738], [-1.326, 4.887, -3.044], [-2.115, 4.455, -1.971], [-2.122, 3.105, -1.623], [0.149, 1.917, -3.875], [0.081, 4.305, -4.581], [-1.339, 5.939, -3.335], [-2.734, 5.158, -1.417], [-2.762, 2.754, -0.807], [-3.533, -1.230, -1.443], [-4.887, -1.563, -1.462], [-5.823, -0.649, -1.951], [-5.390, 0.558, -2.502], [-4.022, 0.850, -2.568], [-2.814, -1.923, -1.007], [-5.209, -2.535, -1.078], [-6.893, -0.885, -1.915], [-6.108, 1.281, -2.892], [-3.689, 1.742, -3.093], [-1.204, -1.026, -4.149], [-0.519, -1.535, -5.253], [0.880, -1.584, -5.251], [1.594, -1.156, -4.126], [0.917, -0.600, -3.040], [-2.295, -1.032, -4.124], [-1.084, -1.893, -6.116], [1.412, -1.959, -6.125], [2.681, -1.243, -4.094], [1.469, -0.244, -2.164], [-1.873, -3.446, 0.396], [-1.289, -3.073, 0.092], [-1.825, 5.422, 2.869], [-1.790, 3.988, 2.816], [-0.779, 3.387, 3.635], [-2.003, 3.399, 1.509], [-2.700, 2.082, 1.648], [-3.920, 2.065, 2.334], [-4.583, 0.866, 2.589], [-4.029, -0.332, 2.137], [-2.802, -0.328, 1.470], [-2.150, 0.872, 1.197], [-1.743, 5.734, 3.917], [-2.779, 5.768, 2.450], [-1.001, 5.881, 2.292], [-0.942, 2.310, 3.773], [0.236, 3.517, 3.213], [-0.791, 3.871, 4.621], [-2.647, 4.105, 0.959], [-1.057, 3.287, 0.943], [-4.321, 3.009, 2.704], [-5.524, 0.867, 3.148], [-4.544, -1.278, 2.298], [-2.347, -1.262, 1.138]], "atomic_forces_ev_per_a": [[-1.27, 0.47, 1.67], [2.81, -0.98, 1.79], [3.22, 2.31, -1.59], [-2.56, -2.54, 0.89], [0.18, 0.99, -3.19], [-0.44, 0.37, 0.33], [-0.06, -0.08, -0.18], [-0.68, -0.35, -0.30], [0.05, -1.36, 0.79], [0.10, -0.13, -0.17], [-0.09, -0.43, 0.06], [0.17, 0.00, -0.13], [-0.06, 0.13, 0.00], [-0.13, -0.18, -0.02], [-0.17, -0.01, -0.01], [0.04, -0.05, -0.10], [0.30, 0.09, 0.11], [0.10, 0.06, -0.33], [-0.04, -0.20, -0.13], [-0.24, -0.21, 0.09], [0.08, -0.06, 0.28], [-0.09, -0.08, 0.02], [0.20, -0.01, -0.11], [0.17, 0.14, -0.15], [-0.14, 0.18, -0.03], [0.02, 0.19, 0.06], [0.23, -0.25, 0.18], [0.29, -0.02, -0.12], [0.11, 0.29, -0.20], [-0.26, 0.34, -0.01], [-0.24, 0.01, 0.30], [-0.09, 0.05, -0.21], [-0.25, 0.01, -0.06], [-0.14, 0.07, 0.02], [-0.03, -0.04, 0.05], [0.19, 0.13, 0.16], [0.07, -0.11, -0.28], [-0.28, -0.05, -0.26], [-0.23, 0.13, 0.04], [0.05, 0.06, 0.32], [0.31, -0.10, 0.15], [-0.16, -0.14, 0.14], [0.05, -0.01, 0.03], [-0.08, -0.06, 0.14], [0.15, -0.22, -0.25], [-0.08, 0.22, 0.08], [-0.25, 0.30, 0.07], [-0.20, -0.08, 0.32], [0.04, -0.32, 0.06], [0.08, -0.06, -0.19], [0.17, 0.10, -0.30], [2.06, 1.52, -0.28], [-1.31, -0.54, 0.00], [-0.73, 1.08, -0.64], [-1.91, -1.21, 0.43], [1.08, 0.15, 0.12], [-0.20, 0.09, -0.20], [0.03, 0.32, -0.09], [0.48, 0.10, -0.04], [0.13, -0.26, 0.07], [0.01, -0.13, 0.02], [0.22, 0.22, 0.01], [-0.01, -0.03, 0.09], [-0.12, 0.11, 0.21], [-0.12, 0.03, -0.03], [-0.09, 0.10, 0.03], [0.33, 0.06, -0.23], [0.23, 0.06, 0.28], [-0.15, 0.04, 0.27], [-0.33, 0.06, -0.07], [-0.13, -0.02, -0.44], [0.36, 0.18, -0.15], [-0.27, -0.27, 0.17], [-1.12, 0.69, 0.74], [2.54, 0.55, -1.21], [-0.25, -0.64, 1.54], [-1.09, 0.16, -0.61], [-0.44, -0.96, 0.28], [0.18, 0.07, 0.11], [-0.09, 0.04, -0.04], [0.06, -0.36, -0.11], [-1.03, 0.39, 0.02], [0.60, 0.10, 0.21], [0.01, 0.09, -0.33], [0.30, 0.05, 0.07], [-0.10, -0.40, 0.05], [-0.03, 0.30, -0.26], [-0.31, 0.10, -0.23], [0.07, -0.18, -0.29], [0.34, -0.20, 0.10], [-0.16, 0.22, 0.54], [-0.12, -0.25, -0.06], [0.34, -0.01, -0.26], [0.06, 0.19, 0.16], [-0.23, -0.08, 0.20]], "lowdin_charge": [0.764, 0.980, -0.339, 0.106, 0.978, -0.360, -0.378, -0.338, -0.297, -0.362, -0.361, -0.089, -0.056, -0.050, -0.052, -0.118, 0.098, 0.124, 0.123, 0.125, 0.099, -0.141, -0.054, -0.038, -0.038, -0.058, 0.086, 0.117, 0.124, 0.125, 0.108, -0.072, -0.036, -0.039, -0.054, -0.117, 0.120, 0.125, 0.122, 0.114, 0.067, -0.046, -0.027, -0.033, -0.054, -0.148, 0.115, 0.129, 0.126, 0.114, 0.087, -0.028, 0.063, 0.018, 0.050, 0.051, 0.070, 0.153, 0.144, 0.147, 0.136, -0.071, -0.038, -0.028, -0.042, -0.115, 0.101, 0.125, 0.127, 0.122, 0.076, 0.080, 0.054, 0.018, -0.069, 0.006, -0.133, -0.254, -0.011, -0.028, -0.052, -0.188, -0.248, 0.121, 0.123, 0.150, 0.104, 0.132, 0.126, 0.130, 0.132, 0.130, 0.129, 0.122, 0.044], "spin_multiplicity": 5, "orbital_gap_ev": [6.10, 3.14], "total_charge": 3}